{"formula": "C33H53BeCl4N4NaO17PSi2V", "method": "ωB97M-V/def2-TZVPD", "elements": ["O", "C", "C", "C", "C", "C", "N", "C", "O", "C", "C", "C", "C", "C", "C", "H", "H", "H", "H", "H", "H", "H", "H", "H", "H", "H", "H", "H", "C", "N", "O", "O", "H", "H", "H", "C", "Si", "C", "C", "N", "Si", "C", "C", "C", "H", "H", "H", "H", "H", "H", "H", "H", "H", "H", "H", "H", "H", "H", "H", "H", "H", "H", "O", "V", "O", "Be", "C", "C", "C", "O", "C", "C", "C", "O", "O", "O", "H", "H", "Na", "C", "Cl", "Cl", "Cl", "Cl", "C", "C", "O", "N", "C", "H", "H", "H", "H", "H", "H", "H", "C", "O", "C", "C", "O", "C", "H", "H", "H", "H", "H", "H", "H", "H", "H", "H", "O", "P", "O", "O", "O"], "xyz": [[-5.184, 2.236, 0.859], [-4.705, 3.174, 0.262], [-5.583, 4.382, -0.055], [-7.014, 3.915, -0.182], [-7.293, 3.045, -1.415], [-8.375, 3.783, -2.226], [-9.075, 4.660, -1.237], [-8.043, 5.030, -0.314], [-8.069, 6.077, 0.268], [-3.289, 3.109, -0.193], [-2.499, 4.215, -0.483], [-1.207, 4.025, -0.938], [-0.687, 2.753, -1.119], [-1.468, 1.649, -0.815], [-2.761, 1.830, -0.350], [-5.306, 4.763, -1.036], [-5.485, 5.151, 0.705], [-7.351, 3.409, 0.724], [-6.393, 3.006, -2.028], [-7.641, 2.048, -1.168], [-9.101, 3.142, -2.708], [-7.930, 4.488, -2.924], [-9.733, 4.034, -0.781], [-2.886, 5.212, -0.364], [-0.591, 4.884, -1.165], [0.311, 2.606, -1.503], [-1.098, 0.641, -0.932], [-3.395, 0.984, -0.136], [-4.776, 9.039, -1.185], [-4.342, 8.088, -0.134], [-4.109, 8.498, 0.967], [-4.263, 6.912, -0.489], [-4.815, 10.034, -0.748], [-4.061, 9.002, -2.000], [-5.770, 8.741, -1.522], [3.571, -6.239, -2.124], [2.350, -5.025, -1.334], [3.028, -4.660, 0.405], [0.713, -5.954, -1.127], [2.261, -3.679, -2.311], [1.336, -2.310, -2.055], [1.784, -1.372, -0.462], [-0.530, -2.652, -2.014], [1.632, -1.102, -3.483], [3.696, -7.140, -1.512], [3.255, -6.545, -3.121], [4.520, -5.711, -2.194], [3.292, -5.588, 0.928], [2.294, -4.138, 1.022], [3.930, -4.040, 0.346], [0.241, -6.111, -2.099], [0.020, -5.406, -0.485], [0.873, -6.937, -0.667], [1.437, -1.900, 0.430], [1.317, -0.378, -0.446], [2.864, -1.233, -0.391], [-0.822, -3.273, -2.863], [-1.103, -1.717, -2.070], [-0.829, -3.156, -1.092], [1.346, -1.560, -4.432], [2.686, -0.820, -3.535], [1.038, -0.188, -3.358], [7.479, -7.764, -3.160], [6.694, -7.818, -1.642], [5.959, -7.801, -0.111], [-5.472, 6.945, -2.507], [10.295, -7.785, -4.686], [10.401, -8.546, -5.919], [11.650, -9.396, -6.043], [11.839, -10.135, -6.987], [12.631, -9.286, -4.986], [12.547, -8.530, -3.764], [11.259, -7.760, -3.586], [10.978, -7.130, -2.597], [13.412, -8.483, -2.914], [9.575, -8.530, -6.800], [9.412, -7.166, -4.521], [13.531, -9.866, -5.165], [6.598, -4.784, -1.260], [-0.915, 2.949, 3.610], [-1.437, 4.533, 4.207], [0.848, 2.935, 3.460], [-1.414, 1.700, 4.759], [-1.645, 2.640, 2.038], [-2.689, 11.747, 5.059], [-3.977, 12.465, 4.704], [-4.219, 13.594, 5.066], [-4.883, 11.784, 3.937], [-4.784, 10.443, 3.400], [-2.083, 12.416, 5.663], [-2.895, 10.843, 5.635], [-2.131, 11.483, 4.159], [-5.715, 12.323, 3.740], [-4.852, 10.482, 2.313], [-5.609, 9.834, 3.777], [-3.846, 9.971, 3.676], [2.810, -12.321, 1.759], [4.032, -11.621, 1.830], [3.925, -10.264, 1.392], [3.888, -9.309, 2.556], [2.690, -9.452, 3.320], [2.880, -10.168, 4.519], [2.942, -13.273, 2.274], [1.998, -11.769, 2.241], [2.539, -12.524, 0.716], [3.046, -10.132, 0.755], [4.811, -10.041, 0.795], [3.904, -8.288, 2.167], [4.769, -9.445, 3.190], [3.445, -9.567, 5.243], [3.404, -11.113, 4.348], [1.896, -10.381, 4.937], [-7.039, 17.679, 4.436], [-6.345, 16.322, 4.358], [-7.090, 15.411, 3.385], [-6.354, 15.656, 5.730], [-4.910, 16.561, 3.903]], "orbital_gap_ev": 1.70, "total_charge": -2}



{"formula": "C3H3NS2", "method": "ωB97M-V/def2-TZVPD", "elements": ["C", "C", "C", "N", "S", "S", "H", "H", "H"], "xyz": [[-1.939, -1.868, -0.039], [-2.681, 0.236, 0.110], [-0.089, 0.279, 0.169], [-2.138, -3.012, -0.186], [-4.240, 0.240, -0.011], [-1.502, 1.446, 0.113], [0.670, 0.785, 0.650], [0.284, 0.215, -0.873], [-0.669, -0.609, 0.364]], "orbital_gap_ev": 8.34, "total_charge": 0, "e_above_lowest_kj_mol": 333.7}



{"formula": "C4H8N2O", "method": "ωB97M-V/def2-TZVPD", "elements": ["C", "C", "N", "C", "C", "N", "O", "H", "H", "H", "H", "H", "H", "H", "H"], "xyz": [[0.401, -0.653, -1.842], [0.205, -0.798, -0.340], [1.330, -0.236, 0.456], [0.437, 0.632, 1.255], [-0.699, 0.150, 0.360], [-1.961, 0.191, 0.433], [-2.310, 1.421, 1.009], [1.183, -1.350, -2.163], [0.726, 0.360, -2.109], [-0.520, -0.885, -2.384], [-0.107, -1.813, -0.080], [1.813, -0.936, 1.004], [0.768, 1.672, 1.350], [0.207, 0.258, 2.266], [-1.611, 1.951, 0.592]], "orbital_gap_ev": 10.02, "smiles": "C[C@H]1NC/C1=N\\O", "total_charge": 0, "e_above_lowest_kj_mol": 418.5}



no.,total energy (a.u.)
1,-6669.1333
2,-967.0889
3,-341.8442